{
  "formula": "C24H43BrMnP2",
  "method": "ωB97M-V/def2-TZVPD",
  "charge": 1,
  "spin_multiplicity": 5,
  "orbital_gap_ha": [0.225, 0.289],
  "species": ["Mn", "C", "C", "C", "C", "C", "C", "H", "H", "H", "C", "H", "H", "H", "C", "H", "H", "H", "C", "H", "H", "H", "C", "H", "H", "H", "C", "C", "C", "C", "C", "C", "C", "C", "H", "H", "H", "H", "H", "H", "H", "H", "H", "H", "H", "H", "P", "P", "C", "C", "H", "H", "H", "H", "C", "H", "H", "H", "C", "H", "H", "H", "C", "H", "H", "H", "C", "H", "H", "H", "Br"],
  "xyz": [[-0.1037, 0.0155, 1.8655], [-0.8041, -1.8030, 2.7668], [0.5797, -1.9466, 2.3557], [0.4831, -0.3172, 4.0244], [-0.8436, -0.8131, 3.8145], [1.3723, -1.0307, 3.1483], [-1.9372, -2.6850, 2.3706], [-1.7439, -3.1879, 1.4160], [-2.8759, -2.1156, 2.2986], [-2.0960, -3.4787, 3.1192], [-2.0026, -0.5541, 4.7076], [-2.9521, -0.7468, 4.1930], [-1.9989, 0.4791, 5.0748], [-1.9690, -1.2201, 5.5860], [0.8921, 0.5643, 5.1504], [1.0108, -0.0200, 6.0787], [0.1401, 1.3416, 5.3434], [1.8555, 1.0509, 4.9522], [2.8578, -1.0335, 3.2460], [3.1777, -1.6771, 4.0826], [3.2580, -0.0298, 3.4461], [3.3233, -1.4377, 2.3384], [1.1209, -3.0214, 1.4849], [1.4055, -3.9086, 2.0742], [2.0203, -2.6789, 0.9570], [0.3769, -3.3536, 0.7519], [-1.9059, 0.8366, -3.6449], [-1.9176, -0.4858, -3.8948], [-1.0751, -1.1460, -4.9433], [0.3703, -0.5961, -5.1086], [1.0421, -0.0176, -3.8964], [1.1069, 1.3022, -3.6393], [0.1681, 2.3286, -4.2001], [-1.2681, 1.8375, -4.5518], [-1.5599, -1.0655, -5.9309], [0.3601, 0.1492, -5.9206], [-1.0176, -2.2205, -4.7132], [-1.2561, 1.4343, -5.5740], [-2.5122, 1.2511, -2.8431], [-2.6794, -1.1305, -3.4327], [-1.9173, 2.7299, -4.5550], [0.1020, 3.1576, -3.4799], [1.9368, 1.6981, -3.0359], [0.5835, 2.7584, -5.1283], [0.9870, -1.4402, -5.4629], [1.6439, -0.7223, -3.3177], [-1.2758, 0.0988, -0.0406], [1.5409, 1.2499, 0.8518], [-0.4976, 1.4164, -1.0683], [0.6809, 2.1892, -0.4834], [-1.2808, 2.1273, -1.3671], [-0.2041, 0.8790, -1.9746], [1.4104, 2.4384, -1.2712], [0.3218, 3.1325, -0.0528], [2.2443, 2.4888, 1.9898], [2.8173, 1.9911, 2.7872], [1.4384, 3.0773, 2.4491], [2.9129, 3.1416, 1.4121], [2.9872, 0.4653, 0.0647], [3.4436, 1.1644, -0.6541], [2.6836, -0.4543, -0.4521], [3.7173, 0.2044, 0.8440], [-3.0468, 0.4764, -0.1141], [-3.6083, -0.2653, 0.4733], [-3.3820, 0.4364, -1.1632], [-3.2215, 1.4738, 0.3074], [-1.0633, -1.4670, -0.9564], [-0.0531, -1.8814, -0.8331], [-1.2464, -1.2733, -2.0208], [-1.7979, -2.2044, -0.6031], [-1.2595, 2.0436, 2.5018]],
  "atomic_forces_ev_per_a": [[0.04, 0.60, 0.77], [1.17, 0.15, 0.45], [0.21, -0.32, 1.70], [-1.27, -1.25, 0.27], [1.26, -0.69, 0.82], [-1.01, -1.14, -0.62], [-0.39, -0.15, -0.16], [-0.10, 0.14, 0.20], [0.23, -0.24, -0.03], [0.10, 0.30, -0.15], [-0.41, 0.26, 0.07], [0.17, 0.17, 0.15], [-0.11, -0.23, -0.13], [0.07, 0.15, -0.28], [0.08, 0.49, 0.15], [-0.06, 0.10, -0.33], [0.24, -0.17, -0.08], [-0.24, -0.03, 0.07], [0.41, 0.08, -0.07], [-0.16, 0.20, -0.22], [-0.02, -0.31, -0.08], [-0.07, 0.14, 0.25], [0.20, -0.30, -0.32], [-0.07, 0.28, -0.13], [-0.19, -0.18, -0.04], [0.25, 0.04, 0.08], [-0.62, -1.01, -0.40], [-0.72, 0.95, -0.26], [0.22, -0.36, -0.22], [-0.60, -0.27, -0.36], [0.62, 0.67, -0.14], [0.48, -0.85, -0.43], [-0.06, 0.26, -0.40], [0.52, 0.47, -0.15], [-0.01, -0.16, 0.29], [0.19, -0.25, 0.38], [-0.09, 0.26, -0.09], [-0.12, 0.18, 0.31], [-0.14, -0.21, -0.25], [0.51, 0.32, 0.17], [0.23, -0.32, -0.17], [0.05, -0.15, -0.17], [-0.59, -0.35, 0.16], [-0.02, 0.04, 0.34], [-0.14, 0.42, 0.06], [0.18, 0.30, -0.15], [-0.44, -0.01, -1.20], [0.62, 0.92, -0.37], [-0.27, 0.01, -0.20], [0.22, 0.19, 0.26], [0.20, -0.25, 0.17], [0.03, 0.23, 0.23], [-0.28, -0.04, 0.32], [0.17, -0.25, 0.08], [0.20, 0.13, -0.12], [-0.17, 0.17, -0.34], [0.22, -0.22, -0.22], [-0.09, -0.06, 0.26], [0.11, 0.03, -0.05], [-0.06, -0.30, 0.26], [0.10, 0.24, 0.04], [-0.18, 0.09, -0.31], [-0.30, -0.26, 0.07], [0.11, 0.25, -0.19], [0.08, -0.02, 0.41], [0.08, -0.28, -0.10], [-0.13, -0.02, -0.40], [-0.27, 0.23, 0.04], [0.15, -0.22, 0.42], [0.22, 0.20, -0.03], [-0.54, 1.21, 0.15]]
}

{
  "formula": "C24H43BrN4O9RuSSi",
  "method": "ωB97M-V/def2-TZVPD",
  "de_lowest_kj_mol": 19.7,
  "charge": -1,
  "spin_multiplicity": 6,
  "orbital_gap_ha": [0.286, 0.292],
  "species": ["Ru", "O", "C", "C", "C", "N", "C", "C", "C", "O", "O", "C", "O", "O", "H", "H", "H", "O", "S", "O", "O", "O", "C", "C", "C", "C", "Si", "Br", "C", "C", "C", "C", "C", "C", "C", "C", "H", "H", "H", "H", "H", "H", "H", "H", "H", "H", "H", "H", "H", "H", "H", "H", "H", "H", "H", "H", "H", "H", "H", "H", "H", "H", "H", "C", "N", "C", "C", "N", "N", "C", "C", "H", "H", "H", "H", "H", "H", "H", "H", "H", "H", "H", "H", "H"],
  "xyz": [[0.3654, 1.1003, -1.9393], [6.0616, 0.0942, 0.5331], [4.8507, 0.4295, 0.0220], [3.7811, 0.7858, 0.8420], [2.5842, 1.0917, 0.2285], [2.4545, 1.0481, -1.0847], [3.4761, 0.7619, -1.8807], [4.7131, 0.4379, -1.3639], [3.1560, 0.9486, -3.3671], [4.0493, 0.7898, -4.1864], [1.9559, 1.3367, -3.5862], [1.3366, 1.5990, 0.9363], [1.3611, 1.7457, 2.1491], [0.3637, 1.8557, 0.1409], [6.0148, 0.1155, 1.4955], [3.8557, 0.8389, 1.9213], [5.5387, 0.2105, -2.0227], [-1.7357, -2.1419, -2.3313], [-1.0249, -1.1014, -3.0243], [-1.0032, -1.2040, -4.4657], [-1.5531, 0.2926, -2.6044], [0.4098, -0.9714, -2.4803], [-3.0611, -0.6605, 4.2810], [-2.4897, -0.5528, 2.8577], [-3.6616, -0.6449, 1.8698], [-1.8809, 0.8449, 2.6738], [-1.2160, -1.9418, 2.5028], [-0.1791, -1.3606, 0.5928], [-2.0409, -3.6309, 2.0701], [-0.9881, -4.7488, 2.0422], [-3.1195, -4.0134, 3.0979], [-2.6973, -3.6217, 0.6800], [0.1624, -2.0924, 3.8460], [0.6212, -0.7097, 4.3310], [1.4206, -2.7828, 3.2986], [-0.3296, -2.8830, 5.0703], [-3.8357, 0.1042, 4.4112], [-2.3049, -0.4892, 5.0481], [-3.5230, -1.6316, 4.4766], [-4.3100, 0.2262, 2.0187], [-4.2710, -1.5361, 2.0226], [-3.3213, -0.6310, 0.8318], [-2.6627, 1.5868, 2.8777], [-1.5274, 1.0060, 1.6573], [-1.0463, 1.0526, 3.3361], [-0.5425, -4.9388, 3.0183], [-0.1902, -4.5266, 1.3301], [-1.4735, -5.6758, 1.7160], [-2.7403, -4.0474, 4.1208], [-3.5065, -5.0106, 2.8577], [-3.9659, -3.3242, 3.0759], [-1.9966, -3.3738, -0.1164], [-3.5311, -2.9279, 0.6075], [-3.0898, -4.6267, 0.4833], [0.9604, -0.0701, 3.5145], [1.4672, -0.8494, 5.0164], [-0.1533, -0.1771, 4.8818], [1.8765, -2.1942, 2.5007], [1.2350, -3.7805, 2.9090], [2.1473, -2.8718, 4.1152], [-1.2324, -2.4534, 5.5100], [0.4495, -2.8660, 5.8416], [-0.5348, -3.9290, 4.8379], [-0.1822, 4.3104, -6.2921], [-0.1446, 3.1914, -5.3721], [-0.9132, 2.0289, -5.7829], [0.1184, 3.3813, -4.0461], [-0.5688, 2.8029, -3.0855], [1.1277, 4.2326, -3.7267], [2.3356, 4.2947, -4.5383], [1.3656, 4.4988, -2.3192], [-1.2173, 4.6279, -6.4709], [0.2555, 4.0236, -7.2508], [0.3706, 5.1570, -5.8971], [-0.6843, 1.8278, -6.8295], [-1.9949, 2.1943, -5.6955], [-0.6405, 1.1454, -5.2121], [-1.4138, 2.3625, -3.4380], [2.2131, 3.7222, -5.4515], [3.1702, 3.8479, -3.9943], [2.5794, 5.3350, -4.7691], [0.4230, 4.5331, -1.7830], [1.8801, 5.4565, -2.2228], [1.9919, 3.7156, -1.8682]],
  "atomic_forces_ev_per_a": [[0.10, 0.47, -0.33], [0.02, 0.00, 0.03], [-0.02, 0.00, 0.05], [-0.04, -0.01, -0.04], [0.07, 0.07, 0.10], [0.00, -0.14, -0.12], [0.03, 0.02, -0.07], [-0.04, 0.00, -0.06], [0.06, -0.03, -0.10], [0.03, 0.03, 0.10], [-0.18, 0.03, 0.17], [-0.09, -0.09, 0.16], [0.09, 0.08, -0.02], [-0.15, -0.01, -0.19], [0.00, 0.00, -0.03], [0.01, 0.00, 0.00], [0.00, 0.00, 0.01], [-0.09, -0.13, 0.02], [-0.03, 0.35, 0.11], [-0.05, 0.07, 0.00], [0.05, -0.22, -0.05], [0.11, -0.06, 0.06], [0.00, -0.04, 0.01], [-0.04, -0.01, 0.05], [0.00, 0.01, -0.05], [-0.04, -0.01, 0.02], [0.04, -0.01, -0.13], [0.06, -0.17, 0.23], [-0.05, -0.01, 0.12], [-0.03, -0.01, -0.07], [0.01, 0.02, 0.01], [0.04, -0.01, -0.03], [-0.05, -0.01, 0.03], [0.04, 0.01, -0.02], [0.03, 0.02, -0.04], [-0.04, -0.01, -0.02], [0.01, 0.00, 0.00], [0.03, 0.02, -0.01], [0.01, 0.03, 0.00], [0.00, -0.01, -0.01], [0.00, 0.02, -0.01], [-0.01, 0.00, 0.01], [0.01, 0.01, 0.00], [0.02, 0.01, -0.05], [0.06, 0.00, 0.04], [0.00, -0.01, 0.01], [-0.02, -0.01, 0.00], [0.02, 0.00, 0.00], [0.02, 0.00, 0.03], [0.01, 0.01, -0.01], [0.04, -0.05, 0.00], [-0.02, 0.01, -0.02], [0.00, 0.02, -0.01], [-0.01, 0.01, 0.00], [-0.04, 0.00, 0.01], [-0.02, 0.01, 0.01], [-0.05, 0.01, 0.01], [-0.01, -0.01, 0.02], [0.00, -0.02, 0.01], [0.01, 0.00, -0.02], [0.01, 0.00, -0.01], [0.00, 0.00, -0.01], [0.00, 0.01, 0.00], [0.01, -0.01, -0.04], [-0.02, 0.06, 0.03], [-0.09, 0.03, -0.05], [-0.26, -0.10, 0.21], [0.18, -0.12, -0.29], [0.22, -0.06, 0.10], [-0.01, -0.01, 0.00], [0.02, 0.01, 0.06], [0.01, -0.02, 0.00], [0.01, 0.01, 0.01], [-0.02, 0.01, 0.02], [-0.01, 0.01, -0.01], [0.02, -0.01, 0.00], [0.02, -0.04, 0.11], [0.06, -0.03, 0.02], [-0.01, 0.01, -0.02], [-0.01, -0.01, 0.04], [0.03, -0.01, -0.06], [-0.01, 0.02, 0.03], [0.01, -0.02, -0.02], [-0.06, 0.07, -0.04]]
}